i:
Density functional theory data (wB97M-V/def2-TZVPD) for 2 unconnected molecules or ions with the total composition C2H9N3.

Gap between HOMO and LUMO (alpha / beta)   0.2585 / 0.0613 Eh
LUMO (alpha / beta)   -4.124 / -9.488 eV
HOMO energy (alpha / beta)   -11.16 / -11.16 eV
Total charge   +1
2S+1   2

Bonds (Å) are listed after each position.
Atoms and positions in Å:
1 C 2.52402 2.11064 1.51033  N2 1.501, H3 1.161, H4 1.176, H5 1.131
2 N 2.73720 3.12324 0.42348  C1 1.501, H6 0.952, H7 1.057
3 H 1.69791 1.37377 1.16070  C1 1.161
4 H 1.97023 2.69843 2.36463  C1 1.176
5 H 3.48902 1.60776 1.81805  C1 1.131
6 H 3.64357 3.33779 0.22795  N2 0.952
7 H 2.13937 2.82524 -0.39586  N2 1.057
8 N -2.57811 -1.42978 -0.66729  C9 1.387, H11 1.066, H12 1.051
9 C -2.80456 -2.66300 -1.25969  N8 1.387, N10 1.307, H13 1.133
10 N -1.95258 -3.65249 -1.30421  C9 1.307, H14 1.026
11 H -1.90790 -1.39313 0.16047  N8 1.066
12 H -3.36818 -0.97001 -0.14941  N8 1.051
13 H -3.75380 -2.58593 -1.87304  C9 1.133
14 H -1.83619 -4.38253 -2.01611  N10 1.026

Want to see where the charge sits? The Löwdin charges in e are:
1. C -0.0131
2. N 0.2913
3. H 0.1384
4. H 0.1675
5. H 0.1317
6. H 0.0983
7. H 0.1856
8. N 0.0032
9. C -0.3982
10. N 0.0395
11. H 0.1017
12. H 0.0948
13. H 0.1189
14. H 0.0405

---

ii:
Density functional theory data (wB97M-V/def2-TZVPD) for 2 unconnected molecules or ions with the total composition C2H9N3.

Gap between HOMO and LUMO (alpha / beta)   0.3725 / 0.1687 Eh
LUMO (alpha / beta)   -3.365 / -8.905 eV
HOMO energy (alpha / beta)   -13.50 / -13.50 eV
Total charge   +1
2S+1   2

Bonds (Å) are listed after each position.
Atoms and positions in Å:
1 C 1.89254 1.14610 2.31058  N2 1.269, H3 1.084, H4 1.089
2 N 2.39625 0.54671 1.31144  C1 1.269, H5 1.016
3 H 1.29349 2.03865 2.16723  C1 1.084
4 H 2.10455 0.77288 3.31129  C1 1.089
5 H 2.79646 -0.32792 1.63974  N2 1.016
6 N -0.29791 -0.82837 -1.97132  C7 1.421, H9 1.012, H10 1.018
7 C -1.61117 -0.75986 -1.43239  N6 1.421, N8 1.457, H11 1.089, H12 1.085
8 N -1.63862 -0.15363 -0.10770  C7 1.457, H13 1.019, H14 1.022
9 H 0.08289 0.09217 -2.15221  N6 1.012
10 H 0.41154 -1.45913 -1.60462  N6 1.018
11 H -2.21084 -0.15281 -2.10841  C7 1.089
12 H -2.04828 -1.75141 -1.47706  C7 1.085
13 H -2.40590 0.50850 0.00066  N8 1.019
14 H -0.76501 0.32814 0.11278  N8 1.022

Want to see where the charge sits? The Löwdin charges in e are:
1. C -0.1357
2. N -0.0041
3. H 0.0547
4. H 0.0699
5. H 0.0330
6. N 0.1733
7. C -0.2527
8. N 0.2394
9. H 0.1222
10. H 0.1403
11. H 0.1623
12. H 0.1444
13. H 0.1332
14. H 0.1196

---

Most stable to least stable: ii, i